Density functional theory data (wB97M-V/def2-TZVPD) for 2 unconnected molecules or ions with the total composition C4H8O2 in a non-equilibrium geometry.

Structure (XYZ):
```
14
Properties=species:S:1:pos:R:3:forces:R:3:mulliken_charge:R:1
C -0.8495 -1.0703 -0.6577 0.02 0.81 -2.02 -0.626
C -1.3847 -0.0174 0.3554 0.11 -1.47 1.21 -0.040
C 0.0236 -0.3659 0.3256 -0.78 2.30 -3.00 0.154
C 1.7981 1.6616 -0.8083 0.74 -0.96 0.07 -0.811
O -2.0392 -0.4329 1.5064 -2.22 0.92 -0.63 -0.543
O 0.6769 -0.8601 1.3583 -0.34 -0.27 1.38 -0.441
H -1.0087 -2.1446 -0.6781 -0.23 0.06 0.68 0.287
H -0.9452 -0.6720 -1.7298 0.58 -0.45 1.64 0.182
H -1.9040 0.8422 -0.0400 0.46 0.24 -0.19 0.349
H 1.1971 1.7395 -1.7136 0.12 0.06 0.34 0.270
H 2.6388 0.8976 -0.8517 -1.19 1.27 0.24 0.252
H 1.8500 2.5249 -0.1187 -0.03 -0.84 -0.48 0.286
H -1.5257 -0.9452 2.0927 1.30 -0.82 0.73 0.295
H 1.4725 -1.1573 0.9596 1.46 -0.86 0.01 0.388
```
Forces are in eV/Å.

Calculated values
F_max, eV Å⁻¹: 3.86
Kohn-Sham gap (alpha / beta), eV: 9.194 / 7.770
LUMO level (alpha / beta), eV: 0.68 / 0.41
Energy relative to the best compared isomer or geometry (same formula, charge and spin), kcal/mol: 148.6
M, Da: 88.11

Density functional theory data (wB97M-V/def2-TZVPD) for 3 unconnected molecules or ions with the total composition C14H13BO6P in a non-equilibrium geometry.

Structure (XYZ):
```
35
Properties=species:S:1:pos:R:3:forces:R:3:mulliken_charge:R:1
C 3.4304 -2.0706 2.8425 0.36 -0.62 -1.14 0.643
C 2.4377 -1.4475 3.0540 -1.58 1.01 0.81 -0.874
P 0.8748 -0.6711 3.2816 0.79 -0.07 -0.74 0.112
B -0.5147 -2.0541 3.0642 -0.65 -1.29 0.34 0.568
O -1.5434 -1.8742 2.2214 1.00 0.30 -0.30 -0.362
O -0.3537 -3.1901 3.7903 0.15 0.52 -0.20 -0.438
H 4.1636 -2.6584 2.3369 0.46 -0.02 0.52 0.405
H 0.7530 0.2369 2.2067 0.17 0.19 0.56 0.105
H 0.8125 -0.0244 4.5286 0.09 0.05 -0.27 0.188
H -1.2283 -1.3625 1.4580 -0.82 0.41 -0.19 0.281
H 0.3239 -3.7631 3.4119 0.05 -0.30 0.39 0.339
C -2.2093 -2.5692 -1.9821 0.00 -0.03 0.02 -0.291
C -3.1994 -3.1537 -2.6512 0.11 -0.04 0.06 -0.311
C -4.3576 -2.3696 -3.1506 -0.08 -0.01 -0.06 0.315
O -5.2587 -2.8992 -3.7566 0.00 -0.02 0.00 -0.505
C -4.3646 -0.9109 -2.8751 0.04 0.10 0.05 -0.310
C -3.3722 -0.3299 -2.2056 -0.01 0.05 -0.03 -0.453
C -2.2201 -1.1141 -1.7091 -0.03 0.01 -0.07 0.532
O -1.3103 -0.5783 -1.0970 0.01 -0.10 0.33 -0.602
H -1.3568 -3.1236 -1.6100 0.02 0.02 -0.01 0.398
H -3.2095 -4.2155 -2.8615 -0.04 0.01 -0.03 0.416
H -5.2156 -0.3551 -3.2470 -0.02 -0.04 -0.01 0.416
H -3.3599 0.7318 -1.9948 0.03 0.00 0.01 0.408
C 3.0394 2.4428 -1.2714 0.01 -0.15 0.03 -0.402
C 2.6966 1.8984 -0.1075 -0.02 -0.01 0.01 -0.232
C 2.1686 2.7252 1.0005 0.04 0.09 -0.02 0.568
O 1.8550 2.2262 2.0708 -0.08 -0.19 -0.07 -0.584
C 2.0333 4.1791 0.7705 0.00 0.06 0.04 -0.387
C 2.3750 4.7286 -0.3924 -0.04 0.00 0.10 -0.354
C 2.9046 3.9035 -1.5068 0.02 0.09 -0.05 0.276
O 3.2139 4.3977 -2.5645 0.00 -0.02 -0.02 -0.501
H 3.4280 1.8563 -2.0940 0.00 0.04 -0.03 0.426
H 2.7877 0.8356 0.0821 0.02 0.00 0.01 0.378
H 1.6448 4.7632 1.5948 0.00 -0.03 0.02 0.417
H 2.2839 5.7906 -0.5801 0.01 -0.01 -0.04 0.416
```
Forces are in eV/Å.

Calculated values
Charge: +1
F_max, eV Å⁻¹: 2.05
Kohn-Sham gap, eV: 8.433
LUMO level, eV: -4.16
M, Da: 319.04

Density functional theory data (wB97M-V/def2-TZVPD) for a single C4H13N3 molecule in a non-equilibrium geometry.

Structure (XYZ):
```
20
Properties=species:S:1:pos:R:3:forces:R:3:mulliken_charge:R:1
N 2.4659 0.1035 0.2464 -0.32 0.72 -0.17 -0.390
C 1.6660 -0.7192 1.1134 0.13 -0.48 -0.18 -0.653
C 0.2939 -1.0312 0.4874 0.78 -0.96 0.37 -0.893
C -0.4516 0.1395 -0.0446 -0.87 3.17 0.59 0.225
N -0.8666 1.1345 1.0429 0.26 -1.06 0.12 -0.760
C -1.6838 -0.1564 -0.8712 0.94 -1.71 -0.79 -0.516
N -2.1495 0.9883 -1.6282 -0.50 0.38 -0.14 -0.647
H 2.5328 -0.1469 -0.7227 0.10 -0.24 0.03 0.158
H 3.2636 0.5964 0.5987 0.09 -0.23 0.16 0.161
H 1.5693 -0.2464 2.0854 -0.09 0.33 0.11 0.348
H 2.1398 -1.6898 1.3233 -0.07 -0.03 0.05 0.281
H 0.5090 -1.7671 -0.2975 -0.22 0.27 -0.29 0.336
H -0.2706 -1.6196 1.2207 -0.22 0.32 0.03 0.358
H 0.1848 0.8241 -0.6185 0.43 -1.01 -0.67 0.351
H -0.7993 2.0640 0.6493 -0.32 0.03 -0.16 0.271
H -0.1403 1.1374 1.7491 0.04 -0.11 0.17 0.248
H -1.3943 -0.9872 -1.5479 0.03 0.11 0.00 0.286
H -2.4502 -0.6236 -0.2551 -0.31 0.58 0.22 0.377
H -1.4786 1.2797 -2.3302 0.41 -0.08 0.27 0.221
H -2.9402 0.7201 -2.2007 -0.30 0.00 0.27 0.241
```
Forces are in eV/Å.

Calculated values
Structure (SMILES): NCC[C@H](N)CN
F_max, eV Å⁻¹: 3.34
Kohn-Sham gap, eV: 9.886
LUMO level, eV: 1.06
Energy relative to the best compared isomer or geometry (same formula, charge and spin), kcal/mol: 19.1
M, Da: 103.17

Density functional theory data (wB97M-V/def2-TZVPD) for a molecular structure, CH10N8 in a non-equilibrium geometry.

Structure (XYZ):
```
19
Properties=species:S:1:pos:R:3:forces:R:3:mulliken_charge:R:1
C 0.3318 -0.3366 0.7124 -1.84 0.60 -0.95 0.352
N 0.0861 -0.3288 -0.5067 -0.54 -0.31 2.82 -0.174
N 0.6747 -0.2944 -1.6317 0.87 0.40 -0.46 0.690
N 0.0048 -0.6635 -2.7334 0.26 2.30 0.53 -0.638
N 2.1408 1.2870 -0.6907 -2.16 -0.74 -0.02 -0.526
N -2.4772 -0.0872 1.0632 -1.03 1.58 1.04 -0.497
N -1.3589 -0.8277 2.8295 1.63 -0.56 -1.40 -0.437
N 1.7437 0.5356 -1.8128 0.53 -1.25 -0.60 -0.157
N -1.4071 -0.5947 1.5628 0.20 -0.95 -0.57 0.662
H 1.0213 -0.6157 1.5039 0.20 -0.07 -0.46 0.313
H 0.2689 -0.2202 -3.5608 0.39 0.82 -1.42 0.220
H -0.4140 -1.5196 -2.8287 -0.76 -2.74 0.40 0.248
H 2.8490 1.8822 -0.9698 1.43 2.14 -1.24 0.305
H 2.6291 0.7550 0.0050 0.20 -1.20 0.04 0.280
H -3.0992 0.5534 1.6327 0.83 -1.07 -0.71 0.304
H -2.5666 -0.0108 0.0601 0.38 -0.12 -0.10 0.258
H -0.4981 -1.2449 3.1056 0.43 -0.43 0.48 0.252
H -1.9015 -0.4265 3.5264 -1.65 1.16 1.34 0.256
H 1.7100 0.9022 -2.7848 0.60 0.43 1.28 0.288
```
Forces are in eV/Å.

Calculated values
Charge: +2
F_max, eV Å⁻¹: 2.89
Kohn-Sham gap (alpha / beta), eV: 6.216 / 7.429
LUMO level (alpha / beta), eV: -9.63 / -8.95
Energy relative to the best compared isomer or geometry (same formula, charge and spin), kcal/mol: 168.9
M, Da: 134.15

Density functional theory data (wB97M-V/def2-TZVPD) for 4 unconnected molecules or ions with the total composition C21H50BO2.

Structure (XYZ):
```
74
Properties=species:S:1:pos:R:3:forces:R:3:mulliken_charge:R:1
B 7.6316 -2.1394 -5.1308 -0.12 0.25 0.18 0.093
C 6.4960 -1.3881 -6.0756 0.11 0.12 0.16 -0.857
C 5.1394 -1.4868 -5.4096 0.23 0.40 0.15 0.121
O 4.0493 -1.6202 -6.4130 0.17 -0.53 -0.18 -0.269
C 3.0175 -2.3588 -6.0737 -0.31 0.11 0.52 0.086
O 2.5917 -2.5465 -4.9542 0.22 -0.09 -0.32 -0.500
H 7.7418 -1.4851 -4.0813 0.04 -0.05 -0.01 -0.216
H 8.7258 -2.1817 -5.6898 -0.01 -0.03 -0.02 -0.204
H 7.2359 -3.2664 -4.8144 0.05 -0.07 -0.15 -0.216
H 6.7666 -0.3261 -6.1601 -0.07 -0.08 -0.22 0.199
H 6.4553 -1.7893 -7.0943 -0.08 -0.15 0.10 0.230
H 4.9306 -0.5840 -4.8282 -0.11 -0.17 0.05 0.155
H 5.0899 -2.3524 -4.7460 -0.18 0.01 -0.17 0.012
H 2.5347 -2.8284 -6.9463 0.04 0.27 -0.12 0.346
C -0.5378 -3.5517 0.4162 0.05 -0.06 0.00 -1.068
C 0.9039 -3.4085 0.8950 -0.08 0.02 0.04 -0.495
C 1.4623 -1.9994 0.7131 0.04 0.07 0.01 0.245
C 1.5275 -1.5112 -0.7356 -0.03 -0.04 -0.01 -0.599
C 2.3478 -2.3889 -1.6801 0.06 0.10 0.08 -0.343
C 3.8184 -2.4953 -1.2899 -0.06 -0.08 -0.01 -1.361
H -0.6261 -3.3539 -0.6528 0.00 0.01 0.00 0.288
H -0.9120 -4.5613 0.5951 -0.02 0.01 0.00 0.403
H -1.1931 -2.8532 0.9438 0.00 0.02 -0.02 0.134
H 1.5365 -4.1315 0.3743 0.02 0.01 -0.01 0.337
H 0.9526 -3.6685 1.9571 0.01 -0.02 0.00 0.410
H 2.4606 -1.9529 1.1576 0.00 0.00 -0.01 0.350
H 0.8433 -1.3011 1.2882 0.00 0.00 0.00 -0.504
H 1.9468 -0.4994 -0.7384 0.01 0.00 -0.01 0.464
H 0.5120 -1.4143 -1.1335 0.00 0.01 0.01 0.126
H 2.2860 -1.9788 -2.6864 -0.02 -0.05 -0.04 0.331
H 1.9101 -3.3901 -1.7382 -0.02 0.00 -0.01 0.240
H 4.2862 -1.5087 -1.2644 0.01 0.00 0.01 0.275
H 4.3662 -3.0977 -2.0142 0.02 0.03 -0.02 0.385
H 3.9506 -2.9574 -0.3080 0.01 0.01 0.00 0.346
C -0.8762 -0.7528 3.6416 -0.06 0.01 -0.02 -1.461
C -1.1067 0.5797 2.9378 0.01 -0.05 -0.05 0.526
C -0.1103 1.6665 3.3332 -0.01 0.03 -0.02 -0.918
C -0.1474 2.0607 4.8104 0.00 -0.02 0.00 -0.785
C -1.5111 2.5389 5.3076 0.02 0.07 0.01 -0.363
C -2.0172 3.7890 4.5933 -0.04 -0.06 0.03 -0.919
H -0.9922 -0.6763 4.7243 0.01 0.04 0.00 0.412
H -1.5885 -1.5008 3.2896 0.03 -0.04 0.00 0.337
H 0.1294 -1.1227 3.4335 0.01 -0.04 0.05 0.293
H -2.1299 0.9211 3.1237 0.00 0.02 -0.02 0.242
H -1.0314 0.4215 1.8580 -0.03 0.01 -0.01 -0.053
H -0.2885 2.5507 2.7148 0.01 0.01 0.01 0.322
H 0.9006 1.3284 3.0853 0.00 -0.02 0.00 0.379
H 0.5898 2.8528 4.9766 -0.01 0.01 0.01 0.412
H 0.1775 1.2162 5.4243 0.00 -0.01 -0.01 0.297
H -1.4360 2.7468 6.3785 -0.02 -0.01 0.01 0.386
H -2.2488 1.7382 5.2057 0.01 -0.02 0.01 0.223
H -1.3103 4.6140 4.7053 0.01 0.00 -0.03 0.307
H -2.9753 4.1119 5.0037 0.00 0.02 0.00 0.379
H -2.1615 3.6131 3.5259 0.01 0.01 -0.01 0.032
C -2.7923 0.9703 -0.9917 0.00 -0.02 0.11 -0.895
C -3.9887 0.8043 -0.0595 0.04 -0.05 -0.07 0.339
C -5.2306 1.5692 -0.5115 -0.02 0.01 0.04 -0.909
C -5.0478 3.0868 -0.5788 0.00 0.00 -0.02 -0.828
C -4.5944 3.7342 0.7295 -0.06 0.03 0.01 -0.064
C -5.5825 3.5528 1.8776 0.08 0.01 0.00 -1.204
H -2.4673 2.0102 -1.0516 0.01 0.00 -0.01 0.261
H -1.9444 0.3820 -0.6379 0.02 0.00 -0.04 0.055
H -3.0322 0.6325 -2.0018 -0.01 0.02 -0.01 0.363
H -3.7084 1.1160 0.9510 -0.01 -0.02 0.01 -0.355
H -4.2368 -0.2582 0.0087 -0.01 0.00 0.03 0.423
H -6.0590 1.3291 0.1612 -0.01 0.02 0.00 0.341
H -5.5338 1.2095 -1.4998 0.02 0.00 -0.01 0.378
H -5.9952 3.5385 -0.8910 0.00 0.02 0.02 0.396
H -4.3263 3.3335 -1.3620 0.00 -0.02 -0.01 0.330
H -4.4463 4.8030 0.5534 0.02 0.00 0.01 0.410
H -3.6182 3.3384 1.0236 0.01 0.00 -0.02 -0.004
H -6.5591 3.9686 1.6197 -0.02 -0.02 0.00 0.344
H -5.2305 4.0594 2.7777 -0.01 0.00 0.01 0.351
H -5.7206 2.4999 2.1282 -0.01 0.00 0.00 0.278
```
Forces are in eV/Å.

Calculated values
Charge: -1
F_max, eV Å⁻¹: 0.61
Kohn-Sham gap, eV: 6.951
LUMO level, eV: 2.12
M, Da: 345.44

Density functional theory data (wB97M-V/def2-TZVPD) for 2 unconnected molecules or ions with the total composition CHCl2NOS in a non-equilibrium geometry.

Structure (XYZ):
```
7
Properties=species:S:1:pos:R:3:forces:R:3:mulliken_charge:R:1
Cl -3.2894 -0.2913 -1.2258 0.12 -0.23 0.46 -0.113
S -2.8141 -0.6578 0.7311 -0.59 0.32 -0.36 0.185
Cl -4.5020 0.0136 1.6506 0.39 -0.17 -0.09 -0.081
N -1.2258 2.0932 -2.2886 -2.33 -0.34 -0.51 -0.325
C -0.1253 2.1991 -1.8718 0.04 0.63 -0.11 0.458
O 0.9945 2.3788 -1.6478 1.24 -0.17 0.57 -0.420
H -2.2078 2.0928 -2.0153 1.13 -0.06 0.04 0.296
```
Forces are in eV/Å.

Calculated values
Structure (SMILES): ClSCl.N=C=O
F_max, eV Å⁻¹: 2.41
Kohn-Sham gap, eV: 9.032
LUMO level, eV: -0.75
Energy relative to the best compared isomer or geometry (same formula, charge and spin), kcal/mol: 7.3
M, Da: 146.00

Density functional theory data (wB97M-V/def2-TZVPD) for a molecular structure, C12H14BF3IrN6O2 in a non-equilibrium geometry.

Structure (XYZ):
```
39
Properties=species:S:1:pos:R:3:forces:R:3:mulliken_spin:R:1
H -0.3101 2.0689 1.1164 0.11 0.42 -0.75 -0.001
N -0.0025 1.2521 -0.8019 0.19 2.45 0.52 0.171
B 0.6534 0.6579 -3.1642 -0.75 0.57 0.88 -0.001
N 0.4814 1.7076 -2.0110 0.09 0.02 0.08 -0.009
C 0.7704 3.0252 -1.8797 -0.47 -1.25 -0.02 0.071
Ir -0.7530 -0.5603 -0.4512 1.82 0.17 4.22 2.505
H 1.1147 3.5784 -2.7372 0.16 0.13 0.08 0.001
C 0.4632 3.3984 -0.5808 -0.10 0.79 0.84 0.059
H 0.5443 4.3846 -0.1399 0.09 -0.16 -0.21 0.000
C -0.0164 2.2713 0.0753 0.35 0.11 -0.40 -0.042
H 1.1294 1.1357 -4.1583 -0.30 -0.36 0.23 0.000
C -1.6717 -2.0861 0.2024 -1.33 -3.88 1.74 0.160
H -1.8750 -2.0901 1.2788 -0.36 -0.43 -0.17 0.052
H -0.7502 -2.8185 0.0890 -0.88 1.05 0.03 0.090
H -2.5239 -2.4976 -0.3881 0.56 0.29 0.75 0.043
N -0.7550 -0.0156 -3.2925 -0.98 -0.58 -0.76 -0.004
N 1.5342 -0.4642 -2.5176 2.98 -0.90 -1.12 0.147
N -1.4125 -0.6188 -2.1976 -1.08 0.25 -6.67 0.272
N 1.0902 -1.0167 -1.3275 3.99 -2.35 0.55 0.250
C -1.5782 -0.0653 -4.3584 1.62 0.41 0.80 0.151
C 2.7577 -0.9769 -2.8172 -3.08 2.29 -1.16 0.183
H -1.1762 0.3699 -5.2829 -0.74 -0.30 0.27 0.001
H 3.2346 -0.7102 -3.7460 0.22 0.03 0.04 0.001
C -2.7576 -0.6955 -3.9732 -1.62 -0.68 -0.30 0.086
C 3.1008 -1.8520 -1.8058 1.48 -1.31 0.55 0.286
C -2.6303 -1.0368 -2.6321 -0.05 0.60 -1.36 -0.016
C 2.0512 -1.8401 -0.8737 -2.65 1.37 0.29 0.140
H -3.6273 -0.8826 -4.6287 0.69 0.14 0.60 0.003
H 3.9839 -2.4672 -1.7350 0.13 0.04 -0.08 -0.009
H -3.3294 -1.5162 -1.9470 0.23 0.22 -0.43 0.000
H 1.9328 -2.3194 0.0994 0.01 -0.09 -0.06 0.024
H -2.1807 -0.2729 0.1706 -1.20 0.91 0.35 0.063
F 1.0773 -1.7624 4.5053 -0.79 1.05 -0.90 0.004
C 0.4189 -0.8564 3.7497 -0.19 -0.07 1.37 0.022
F -0.9178 -0.9046 4.0780 1.41 0.03 -0.57 0.002
F 0.8737 0.3861 4.0742 -0.45 -1.25 -0.64 0.001
C 0.5936 -1.1916 2.2168 1.28 -2.42 1.35 -0.006
O 1.0534 -2.3254 1.9321 -1.14 2.70 -0.16 0.060
O 0.2308 -0.2485 1.4362 0.72 -0.03 0.21 0.239
```
Forces are in eV/Å.

Calculated values
Charge: +2
F_max, eV Å⁻¹: 6.76
Kohn-Sham gap (alpha / beta), eV: 5.896 / 4.371
LUMO level (alpha / beta), eV: -7.17 / -11.97
Spin multiplicity: 6
M, Da: 534.31

Density functional theory data (wB97M-V/def2-TZVPD) for 2 unconnected molecules or ions with the total composition C3H6N in a non-equilibrium geometry.

Structure (XYZ):
```
10
Properties=species:S:1:pos:R:3:forces:R:3:mulliken_charge:R:1
C -0.7273 -0.7522 -0.3091 2.18 0.77 1.31 -0.024
C 0.9892 -0.3038 0.9144 -4.01 -1.06 0.79 -0.249
C -1.8124 0.1102 0.0066 -1.08 -1.98 -2.46 -0.726
N 1.8810 0.0299 -0.1160 2.81 1.10 0.75 -0.277
H -1.6339 0.9158 0.5781 0.77 2.96 2.15 0.349
H -2.4899 0.3955 -0.8481 0.59 -0.73 0.54 0.350
H -2.3928 -0.5939 0.6316 -0.25 -0.36 0.08 0.329
H 2.9264 0.1430 0.3066 -2.62 -0.34 -1.59 0.427
H 1.5253 0.9262 -0.5435 0.90 -1.07 -0.56 0.375
H 1.7345 -0.8706 -0.6207 0.71 0.70 -1.01 0.446
```
Forces are in eV/Å.

Calculated values
Charge: +1
F_max, eV Å⁻¹: 4.22
Kohn-Sham gap (alpha / beta), eV: 7.609 / 7.387
LUMO level (alpha / beta), eV: -5.88 / -6.16
Energy relative to the best compared isomer or geometry (same formula, charge and spin), kcal/mol: 208.8
M, Da: 56.09

Q: Which value of M does entry 2 give?
A: 319.04 Da